# 1
The following is a quantum chemistry calculation of an isolated molecule of C9H13NO2 at a distorted geometry, from OMol25.

Highest occupied orbital energy = -9.18 eV
Kohn-Sham gap = 9.98 eV
SMILES = CC(=C=O)[C@@H]1O/C1=N\C(C)(C)C
Lowest unoccupied orbital energy = 0.7950 eV
DFT total energy = -555.81759 hartree

Structure (XYZ):
```
25
C9H13NO2 | OMol25 | the ωB97M-V functional and the def2-TZVPD basis
H -3.22665 -1.77192 -1.09156
C 1.61746 0.81495 -0.78254
H -1.70844 -2.54724 -1.00928
C 0.38135 0.26546 -0.49833
C -2.41740 -1.87615 -0.46872
H 1.88710 1.47289 -1.50100
H -2.80368 -2.36513 0.44590
H 4.12285 1.86124 -0.58959
C 3.16972 -1.00644 -0.05024
H -1.28736 0.59820 1.66886
C 3.86808 1.29510 0.30756
H -2.55697 0.76980 -1.70736
H -3.67324 0.72775 -0.45677
O 0.77814 1.28493 0.32820
H 3.56804 1.76104 1.20417
H -2.68890 -0.35266 1.78741
O 3.53727 -2.09856 0.10923
H -1.28340 -1.16996 1.87866
H 4.87053 0.93753 0.68839
C -1.82508 -0.48054 -0.02747
C -2.56882 0.71004 -0.53841
N -0.55596 -0.46537 -0.81006
H -2.33682 1.71368 -0.20595
C 2.84850 0.20508 -0.16791
C -1.71634 -0.28370 1.48678
```

=====

# 2
The following is a quantum chemistry calculation of a cluster of 2 separate species, C5H12O2 in total at a distorted geometry, from OMol25.

Highest occupied orbital energy (alpha / beta) = -14.52 / -14.51 eV
2S+1 = 2
Kohn-Sham gap (alpha / beta) = 8.59 / 5.48 eV
Lowest unoccupied orbital energy (alpha / beta) = -5.9232 / -9.0378 eV
Total charge = +1
DFT total energy = -347.75511 hartree

Structure (XYZ):
```
19
C5H12O2 | OMol25 | the ωB97M-V functional and the def2-TZVPD basis
H -0.47227 -0.62572 0.77294
C 1.02876 1.01849 -0.89624
H 3.37106 -0.23921 0.02013
H 2.41066 1.71651 0.56397
H 1.59101 1.39035 -1.75228
C 1.83217 0.82955 0.37986
O -2.75873 0.98832 1.81110
H -3.29093 0.28395 1.60374
C -0.85557 -0.68683 -0.25089
H 1.17860 0.67250 1.20765
H -0.35385 -0.10376 -2.21229
H 0.83693 -1.27187 -1.43834
H -1.98343 -2.56101 0.11167
C -1.73014 -1.64729 -0.48362
C 0.23061 -0.29081 -1.27613
H -2.29867 -1.57000 -1.45753
O 2.48576 -0.45764 0.35235
H 0.23541 1.72725 -0.66913
H -2.07574 0.99687 1.10402
```

=====

# 3
The following is a quantum chemistry calculation of a cluster of 3 separate species, C18H35BrN5O5 in total at a distorted geometry, from OMol25.

Highest occupied orbital energy = -4.97 eV
Kohn-Sham gap = 7.59 eV
Lowest unoccupied orbital energy = 2.6267 eV
Total charge = -1
DFT total energy = -3930.74140 hartree

Structure (XYZ):
```
64
C18H35BrN5O5 | OMol25 | the ωB97M-V functional and the def2-TZVPD basis
C 0.35538 -1.13171 -4.33466
N 0.05875 2.99603 3.91074
H 1.24097 1.67804 0.20761
H -2.21598 3.81907 2.74050
H -1.21066 0.03745 -8.15718
H -2.37633 3.75775 0.58967
H 0.25246 2.49089 -1.83506
H 1.34198 -5.50323 -0.44511
H 3.44271 -5.29805 3.35602
H 2.91105 -5.13824 0.27273
H -0.65102 1.14182 -1.18272
H -0.34821 2.11718 6.20343
N -2.79189 0.02663 -5.88773
H 1.24324 -0.62875 -4.72843
H 0.63723 -1.67761 -3.43369
H -3.44116 3.69666 -0.63372
C -0.73196 -0.06455 -7.18163
H -2.94745 3.91257 4.33214
C -2.42992 3.22357 3.63698
C -1.62690 3.13781 -1.12786
C 2.74122 -3.29836 2.85032
H 2.58970 -2.94162 3.87359
H -2.78880 -0.30088 1.78127
H 3.19255 -2.46502 1.07460
C -2.09234 0.48230 1.56621
C 0.44203 2.43508 0.28046
C -1.12977 2.80246 4.33053
H -1.98758 2.78124 6.35905
C 0.52550 2.25940 2.78134
H 0.26434 1.33893 -5.01156
H 0.83918 3.45020 0.13903
O -1.70776 3.86337 -2.09821
C -1.51607 0.70962 -6.12611
H 4.21743 -4.61887 1.91530
C -0.42399 2.20402 -1.01417
H 2.52554 -1.42279 2.10803
N 3.22274 -2.17667 2.05014
C 3.82323 -4.37671 2.90331
C -1.12625 1.18835 1.45789
C 1.38343 -3.81787 2.34716
H -0.01808 -1.86049 -5.05864
H -3.11028 2.39276 3.41025
Br 2.37260 2.99680 2.47893
O 1.56344 0.16758 2.29946
O -0.66186 -0.21209 -3.98283
O 0.26982 0.14423 4.05137
C -0.73709 0.93276 -4.81941
H -3.35406 0.59465 -5.25944
O 1.30735 -4.01828 0.94082
N -2.69503 3.17243 -0.18235
H 1.68244 -6.05074 1.20842
H -0.68125 -1.13116 -6.96253
H -1.73208 1.69720 -6.54503
N -0.32794 2.33110 1.53718
C 1.84409 -5.24137 0.48897
H 1.07946 -4.73108 2.88012
H -2.59028 -0.80830 -5.34238
C -1.33298 2.16625 5.71687
H -1.26995 1.68825 -4.23493
H 0.28823 0.31590 -7.27084
H 0.63230 -3.05822 2.57454
H 4.66571 -4.03429 3.50690
H -1.68007 1.13183 5.60301
C 0.77885 0.72480 3.09132
```

=====

# 4
The following is a quantum chemistry calculation of a structure of composition C37H37F5N2O6P2STeTi at a distorted geometry, from OMol25.

Highest occupied orbital energy = -8.26 eV
Kohn-Sham gap = 6.65 eV
Lowest unoccupied orbital energy = -1.6104 eV
DFT total energy = -4690.97121 hartree

Structure (XYZ):
```
92
C37H37F5N2O6P2STeTi | OMol25 | the ωB97M-V functional and the def2-TZVPD basis
C -1.50686 0.74933 3.62582
H 4.72935 -3.90095 1.89837
H 1.31181 -6.37857 1.18090
C -1.70935 -2.44305 2.14065
H -4.93911 -2.65230 1.14015
H 1.53803 0.88318 -3.55395
C 2.97769 2.39399 -1.86784
C -2.48076 3.10589 3.28518
H 2.25537 -1.11016 -2.17849
H 3.65341 -0.43103 -0.12006
C 5.33895 1.97021 -1.80244
H 5.94681 0.20722 -0.73790
C 2.29488 1.09656 2.28615
C 0.02585 1.18114 -2.04948
H 1.43144 -4.33789 -4.53711
C -2.76875 3.43228 1.80718
F 2.50562 4.72876 -0.43147
C -1.94901 -1.67341 -0.11919
H -0.01520 -5.37411 -4.43718
N 3.31252 0.61021 2.53250
H -3.17926 3.60948 3.95114
C 0.49154 1.08426 -3.35965
F 1.96320 6.20047 1.60770
C -2.73802 1.55874 3.30246
C -1.10122 3.52031 3.76650
H -1.68746 1.55604 -0.80776
H 2.08065 -2.56017 -1.22296
O -1.32997 0.08422 4.60202
C 5.11455 0.81809 -1.06078
C -4.56331 1.87560 1.60638
H -1.52783 -1.24369 -1.01667
H -2.24441 4.29319 1.41228
C -3.06997 -2.69964 2.19966
O -2.32209 2.24199 1.13271
F -0.41610 5.56167 1.67052
C -1.32184 1.45244 -1.82019
C 2.88745 -2.87287 1.53290
C 0.97882 -5.18955 -4.03087
C 0.45048 -2.20629 -2.59169
H -0.01408 1.16948 -5.43798
C -3.16088 1.31491 1.84182
C 3.82437 0.45504 -0.71678
C -4.28019 3.39909 1.56845
H 2.15033 3.01728 -2.17819
P 0.62125 -1.42728 1.07452
H -4.95876 1.51716 0.65693
N 1.05683 -0.88785 -0.49553
H -3.93575 -1.72494 -0.92444
H -2.98577 0.30387 1.48259
C -3.31386 -1.93394 -0.06236
C 3.67627 -4.00430 1.67085
O -0.09285 3.25929 2.91657
C -1.12719 -1.94571 0.96977
C -2.19453 1.61080 -2.88662
C 3.11176 -5.26561 1.54205
H -0.31147 -1.43689 -2.73293
H -3.23841 1.82809 -2.69971
C -1.72483 1.50507 -4.18808
C 1.75636 -5.39681 1.27833
C -0.20424 -3.52040 -2.18105
O 0.13937 3.39119 0.22381
H -4.51546 3.82395 0.59412
P 1.06350 0.79949 -0.60756
O -0.90402 4.05273 4.81928
Te 1.03205 4.91801 0.68301
H -5.25638 1.58418 2.39450
H -0.09168 -4.38170 0.92274
O -0.58840 0.81578 2.63860
Ti 0.47008 1.95187 1.72384
S 0.90404 -4.95156 -2.24463
H 0.92027 -2.33648 -3.57151
C 2.74611 1.23668 -1.12541
H 6.34976 2.25653 -2.06287
H -1.07414 -3.73235 -2.80595
C 1.52644 -2.99644 1.23581
H -3.50322 -3.08679 3.11307
H -1.09550 -2.61300 3.01877
C -3.87657 -2.45063 1.09414
C 1.52750 -1.70853 -1.62607
H 3.72810 -6.14792 1.65710
H -2.40314 1.63394 -5.02191
H -3.50567 1.28258 4.02228
F 2.03619 3.65471 1.74777
F 0.46620 6.08768 -0.63033
C -0.38284 1.24560 -4.42320
H -0.55997 -3.47370 -1.15026
H 4.44604 3.66719 -2.76608
C 4.27266 2.76011 -2.20254
H 3.31704 -1.88835 1.67924
H -4.82709 3.95909 2.32536
C 0.96676 -4.26692 1.12285
H 1.59979 -6.06484 -4.21164
```

=====

Here are the calculated energy relative to the best compared isomer or geometry (same formula, charge and spin) numbers, same order: 116.8, 49.4, 0.0, 67.9 (kcal/mol).